## a
Computed, not measured: a cluster of 10 separate species, C4H29N2O10S in total, with ωB97M-V with the def2-TZVPD basis set.

Computed properties:
* spin multiplicity: 1
* net charge: +1
* M: 297.347 g/mol

Positions of all 46 atoms, in Å:
1 N 1.05 -2.39 0.25
2 C -0.11 -1.52 -0.22
3 C -0.63 -0.54 0.75
4 C -2.20 -0.57 0.95
5 S -2.93 1.12 1.56
6 C 0.31 -0.79 -1.51
7 N -0.70 -0.63 -2.42
8 O 1.50 -0.56 -1.64
9 H 1.36 -2.98 -0.57
10 H 0.86 -2.81 1.16
11 H 1.86 -1.70 0.52
12 H -0.91 -2.31 -0.33
13 H -0.40 0.50 0.43
14 H -0.19 -0.62 1.81
15 H -2.77 -0.74 -0.02
16 H -2.44 -1.35 1.68
17 H -2.10 2.03 0.99
18 H -0.51 -0.29 -3.38
19 H -1.60 -0.42 -2.12
20 H 0.29 -4.76 2.79
21 H -0.25 -3.56 3.24
22 O -0.25 -4.01 2.44
23 H 2.99 2.03 -2.55
24 H 1.88 0.87 -2.30
25 O 2.06 1.84 -2.55
26 H -3.24 0.76 -1.29
27 H -2.81 1.68 -2.37
28 O -2.60 1.44 -1.55
29 H 4.30 2.76 0.00
30 H 2.98 2.02 0.27
31 O 3.92 1.84 0.10
32 H -5.18 -0.93 -1.69
33 H -3.67 -1.29 -2.14
34 O -4.33 -1.06 -1.43
35 H -1.16 2.51 -1.37
36 H 0.16 2.03 -2.07
37 O -0.20 2.76 -1.60
38 H 3.64 -0.09 0.59
39 H 2.32 0.23 1.39
40 O 2.87 -0.56 1.11
41 H 0.54 3.51 1.63
42 H 1.17 2.77 0.39
43 O 1.05 2.74 1.40
44 H 2.13 0.35 3.39
45 H 0.73 0.69 3.02
46 O 1.18 0.01 3.25

These are the natural (NBO) partial charges, in e, on atoms 1 to 6: N -0.74; C -0.14; C -0.50; C -0.47; S -0.07; C 0.70

## b
Computed, not measured: a cluster of 10 separate species, C4H29N2O10S in total, with ωB97M-V with the def2-TZVPD basis set.

Computed properties:
* spin multiplicity: 1
* net charge: +1
* M: 297.347 g/mol

Positions of all 46 atoms, in Å:
1 N -1.40 1.51 0.48
2 C -1.36 0.77 -0.80
3 C -2.77 0.46 -1.29
4 S -4.22 1.41 -0.57
5 C -0.48 -0.54 -0.81
6 N 0.55 -0.66 -1.67
7 C 0.53 0.05 -2.97
8 O -0.60 -1.35 0.11
9 H -1.74 0.85 1.22
10 H -2.04 2.31 0.45
11 H -0.49 1.86 0.74
12 H -0.90 1.27 -1.61
13 H -2.98 -0.63 -1.38
14 H -3.00 0.75 -2.30
15 H -4.75 1.63 -1.79
16 H 1.23 -1.37 -1.38
17 H 1.58 -0.16 -3.23
18 H 0.23 1.07 -2.87
19 H 0.03 -0.22 -3.90
20 H -0.58 -4.57 1.11
21 H -0.27 -3.22 0.27
22 O 0.05 -4.11 0.55
23 H 3.28 -4.01 0.65
24 H 1.77 -4.09 0.96
25 O 2.54 -3.44 0.88
26 H 1.00 1.13 2.99
27 H 1.45 2.26 1.92
28 O 0.77 1.66 2.23
29 H 3.24 0.89 0.09
30 H 3.23 0.65 1.60
31 O 2.92 1.25 0.92
32 H 0.61 3.53 -0.85
33 H -0.55 4.49 -0.74
34 O -0.36 3.54 -1.00
35 H -3.19 -3.75 1.27
36 H -4.14 -3.06 0.25
37 O -3.54 -2.91 0.99
38 H 2.77 2.81 0.26
39 H 3.30 4.06 -0.28
40 O 2.54 3.48 -0.44
41 H -2.08 -0.73 2.79
42 H -0.80 -0.47 2.08
43 O -1.43 -0.02 2.69
44 H 2.80 -1.81 0.39
45 H 3.70 -1.41 1.44
46 O 3.54 -1.17 0.52

These are the natural (NBO) partial charges, in e, on atoms 1 to 6: N -0.70; C -0.16; C -0.53; S -0.04; C 0.70; N -0.59

Short version: a is the least stable of them.